# 1
Entry from OMol25: C45H66N4OP2SSiTl as an isolated structure (wB97M-V/def2-TZVPD).

Output
* total charge: -1
* gap between HOMO and LUMO: 5.9 eV
* M: 1005.5 u
* HOMO energy: -3.45 eV
* energy: -3591.5443 Ha

Positions of all 121 atoms, in Å:
Tl  0.947  -0.322  1.052
C  3.149  1.348  5.333
C  2.666  1.244  3.915
N  2.726  0.177  3.209
N  3.183  -0.959  3.783
C  3.614  -1.849  2.906
N  3.954  -3.057  3.470
S  3.890  -1.655  1.220
C  2.148  2.448  3.220
C  2.321  3.719  3.769
C  1.907  4.831  3.056
C  1.317  4.657  1.816
C  1.151  3.357  1.357
N  1.546  2.286  2.033
H  3.293  0.345  5.724
H  2.435  1.886  5.961
H  4.106  1.875  5.385
H  3.517  -3.262  4.354
H  4.053  -3.814  2.816
H  2.794  3.830  4.735
H  2.046  5.825  3.466
H  0.989  5.494  1.215
H  0.664  3.155  0.408
C  0.391  2.819  -2.302
Si  -0.289  1.186  -1.489
C  -2.176  1.752  -1.379
C  -2.661  2.651  -2.346
C  -3.887  3.291  -2.256
C  -4.680  3.079  -1.139
C  -4.225  2.218  -0.155
C  -3.003  1.543  -0.260
P  -2.381  0.496  1.132
C  -2.245  1.775  2.511
C  -3.479  2.345  3.210
C  -3.090  3.555  4.081
C  -1.714  3.378  4.744
C  -1.429  1.897  4.955
C  -1.289  1.205  3.591
C  -3.770  -0.578  1.837
C  -3.653  -2.048  1.392
C  -4.366  -2.338  0.075
C  -5.845  -1.976  0.163
C  -5.980  -0.501  0.525
C  -5.264  -0.201  1.843
C  -0.256  0.025  -3.082
C  -1.127  0.290  -4.148
C  -1.201  -0.512  -5.276
C  -0.395  -1.636  -5.372
C  0.489  -1.925  -4.346
C  0.587  -1.110  -3.213
P  1.725  -1.463  -1.811
C  2.138  -3.267  -1.721
C  0.925  -4.115  -1.329
C  1.399  -5.382  -0.594
C  2.753  -5.880  -1.131
C  2.900  -5.521  -2.607
C  2.973  -3.993  -2.793
C  3.365  -0.757  -2.327
C  3.413  0.720  -1.925
C  4.727  1.354  -2.368
C  4.871  1.326  -3.906
C  3.879  0.359  -4.560
C  3.795  -0.963  -3.801
H  0.154  2.907  -3.368
H  1.478  2.876  -2.208
H  -0.020  3.697  -1.795
H  -2.053  2.869  -3.215
H  -4.211  3.958  -3.047
H  -5.631  3.586  -1.022
H  -4.837  2.081  0.722
H  -1.745  2.613  2.008
H  -3.931  1.568  3.834
H  -4.241  2.669  2.504
H  -3.857  3.700  4.848
H  -3.088  4.456  3.463
H  -1.673  3.931  5.686
H  -0.931  3.792  4.100
H  -2.241  1.451  5.539
H  -0.511  1.753  5.529
H  -1.449  0.128  3.703
H  -0.259  1.323  3.253
H  -3.434  -0.558  2.882
H  -4.112  -2.669  2.173
H  -2.605  -2.335  1.315
H  -4.235  -3.391  -0.186
H  -3.900  -1.750  -0.720
H  -6.331  -2.592  0.930
H  -6.350  -2.184  -0.785
H  -7.032  -0.210  0.606
H  -5.541  0.090  -0.281
H  -5.733  -0.823  2.618
H  -5.430  0.830  2.149
H  -1.792  1.143  -4.083
H  -1.895  -0.268  -6.072
H  -0.457  -2.288  -6.236
H  1.090  -2.819  -4.423
H  2.766  -3.210  -0.820
H  0.351  -4.376  -2.224
H  0.248  -3.556  -0.681
H  0.645  -6.169  -0.689
H  1.494  -5.155  0.470
H  2.850  -6.958  -0.984
H  3.567  -5.409  -0.572
H  2.036  -5.916  -3.151
H  3.785  -5.993  -3.039
H  2.654  -3.754  -3.806
H  4.012  -3.665  -2.712
H  4.067  -1.282  -1.668
H  3.294  0.799  -0.842
H  2.575  1.254  -2.378
H  5.547  0.802  -1.899
H  4.793  2.380  -2.000
H  5.888  1.029  -4.177
H  4.720  2.328  -4.317
H  4.178  0.170  -5.594
H  2.883  0.809  -4.602
H  4.773  -1.455  -3.833
H  3.101  -1.619  -4.324
O  -1.524  -1.926  -0.837
H  -1.535  -1.826  -1.796
H  -0.700  -1.495  -0.573

Löwdin population analysis, charges in e, atoms 1 to 99: Tl 0.53; C -0.05; C -0.30; N -0.07; N -0.04; C -0.95; N 0.03; S 0.46; C -0.24; C -0.03; C -0.08; C -0.06; C -0.13; N 0.05; H 0.06; H 0.07; H 0.08; H 0.08; H 0.05; H 0.10; H 0.10; H 0.10; H 0.07; C -0.27; Si 0.60; C -0.28; C -0.14; C -0.09; C -0.09; C -0.13; C -0.36; P 1.06; C -0.43; C -0.21; C -0.19; C -0.20; C -0.19; C -0.23; C -0.42; C -0.23; C -0.21; C -0.21; C -0.21; C -0.21; C -0.30; C -0.10; C -0.09; C -0.10; C -0.10; C -0.37; P 0.98; C -0.45; C -0.21; C -0.19; C -0.21; C -0.20; C -0.19; C -0.43; C -0.24; C -0.18; C -0.20; C -0.21; C -0.19; H 0.01; H -0.01; H 0.01; H 0.07; H 0.09; H 0.10; H 0.07; H 0.11; H 0.11; H 0.08; H 0.10; H 0.11; H 0.10; H 0.10; H 0.11; H 0.10; H 0.10; H 0.05; H 0.09; H 0.11; H 0.09; H 0.11; H 0.10; H 0.11; H 0.10; H 0.11; H 0.10; H 0.12; H 0.07; H 0.07; H 0.10; H 0.09; H 0.08; H 0.05; H 0.11; H 0.08

***

# 2
Entry from OMol25: C45H67NO6P3SSiTi as an isolated structure (wB97M-V/def2-TZVPD).

Output
* total charge: +1
* energy above the lowest of the compared OMol25 structures with the same formula, charge and spin: 0.879 eV
* gap between HOMO and LUMO: 7.2 eV
* M: 919.0 u
* HOMO energy: -10.35 eV
* energy: -4822.2485 Ha

Positions of all 125 atoms, in Å:
Ti  -1.177  0.970  0.194
C  3.899  2.294  -1.268
C  3.528  1.641  -2.607
C  4.141  2.439  -3.758
P  1.664  1.366  -2.629
C  1.042  2.426  -4.018
C  0.943  3.873  -3.520
C  -0.336  1.929  -4.467
C  1.530  -0.317  -3.317
C  2.316  -0.640  -4.426
C  2.295  -1.907  -4.981
C  1.474  -2.875  -4.419
C  0.691  -2.561  -3.321
C  0.683  -1.282  -2.744
Si  -0.551  -1.099  -1.272
C  -0.332  -2.804  -0.379
C  -1.104  -3.923  -0.714
C  -0.987  -5.114  -0.013
C  -0.112  -5.207  1.059
C  0.690  -4.123  1.389
C  0.597  -2.930  0.671
P  1.782  -1.537  0.744
C  3.324  -2.473  0.211
C  4.119  -3.270  1.244
C  4.244  -1.504  -0.546
C  1.967  -1.015  2.523
C  3.188  -0.089  2.597
C  1.974  -2.050  3.644
C  -2.291  -1.462  -2.010
C  -2.490  -1.941  -3.306
C  -3.721  -2.437  -3.718
C  -4.783  -2.473  -2.828
C  -4.622  -1.963  -1.548
C  -3.396  -1.446  -1.139
P  -3.237  -0.564  0.449
C  -2.797  -1.900  1.690
C  -3.584  -3.204  1.565
C  -2.773  -1.407  3.146
C  -4.935  0.073  0.864
C  -5.863  -0.846  1.654
C  -4.758  1.413  1.591
H  4.983  2.408  -1.191
H  3.571  1.687  -0.422
H  3.451  3.288  -1.183
H  3.959  0.640  -2.627
H  3.780  3.468  -3.783
H  3.957  1.987  -4.734
H  5.224  2.472  -3.618
H  1.746  2.370  -4.849
H  0.156  3.958  -2.766
H  0.689  4.542  -4.345
H  1.877  4.226  -3.077
H  -1.035  1.935  -3.626
H  -0.289  0.916  -4.868
H  -0.733  2.588  -5.243
H  2.969  0.110  -4.859
H  2.920  -2.140  -5.834
H  1.445  -3.876  -4.835
H  0.067  -3.338  -2.896
H  -1.817  -3.867  -1.529
H  -1.582  -5.972  -0.306
H  -0.033  -6.128  1.624
H  1.395  -4.227  2.202
H  2.916  -3.173  -0.522
H  4.582  -2.622  1.989
H  4.922  -3.803  0.728
H  3.509  -4.014  1.754
H  4.684  -0.763  0.129
H  3.680  -0.981  -1.320
H  5.061  -2.048  -1.028
H  1.077  -0.391  2.661
H  3.211  0.440  3.552
H  3.163  0.659  1.799
H  4.117  -0.654  2.507
H  2.814  -2.740  3.564
H  1.045  -2.620  3.668
H  2.065  -1.527  4.601
H  -1.661  -1.944  -4.004
H  -3.847  -2.801  -4.731
H  -5.739  -2.886  -3.125
H  -5.469  -1.969  -0.872
H  -1.768  -2.116  1.418
H  -4.557  -3.139  2.050
H  -3.020  -4.001  2.056
H  -3.726  -3.498  0.525
H  -3.774  -1.295  3.559
H  -2.255  -0.458  3.242
H  -2.243  -2.141  3.759
H  -5.380  0.270  -0.107
H  -5.519  -1.000  2.676
H  -5.998  -1.818  1.184
H  -6.843  -0.366  1.708
H  -4.180  1.300  2.509
H  -5.728  1.837  1.857
H  -4.242  2.136  0.952
C  3.635  3.736  5.714
C  2.419  3.491  4.864
C  1.429  2.597  5.266
C  0.323  2.352  4.472
C  0.205  3.012  3.255
C  1.176  3.913  2.831
C  2.277  4.143  3.638
S  -1.220  2.713  2.266
O  -1.220  1.185  2.063
O  -2.421  3.158  2.900
N  -0.868  3.313  0.869
C  -1.851  3.987  0.032
C  -2.135  3.172  -1.229
O  -2.837  3.593  -2.102
O  -1.560  1.957  -1.233
H  3.601  3.157  6.635
H  3.725  4.793  5.973
H  4.538  3.459  5.167
H  1.527  2.078  6.212
H  -0.444  1.653  4.790
H  1.057  4.428  1.889
H  3.041  4.839  3.311
H  -1.497  4.965  -0.283
H  -2.803  4.131  0.552
O  0.790  1.405  0.340
H  1.169  1.359  -0.591
H  0.659  2.368  0.520
O  -4.252  1.160  -1.790
H  -4.387  2.099  -1.965
H  -3.918  0.803  -2.622

Löwdin population analysis, charges in e, atoms 1 to 99: Ti 0.82; C -0.13; C -0.52; C -0.11; P 1.12; C -0.53; C -0.10; C -0.10; C -0.38; C -0.09; C -0.06; C -0.06; C -0.11; C -0.26; Si 0.73; C -0.31; C -0.10; C -0.07; C -0.06; C -0.08; C -0.38; P 1.10; C -0.51; C -0.10; C -0.12; C -0.53; C -0.11; C -0.10; C -0.31; C -0.09; C -0.06; C -0.06; C -0.08; C -0.39; P 1.09; C -0.49; C -0.09; C -0.08; C -0.50; C -0.09; C -0.10; H 0.08; H 0.04; H 0.07; H 0.08; H 0.07; H 0.06; H 0.09; H 0.10; H 0.06; H 0.09; H 0.06; H 0.06; H 0.07; H 0.09; H 0.09; H 0.11; H 0.11; H 0.09; H 0.10; H 0.11; H 0.11; H 0.08; H 0.11; H 0.06; H 0.08; H 0.06; H 0.07; H 0.04; H 0.09; H 0.08; H 0.07; H 0.05; H 0.06; H 0.07; H 0.06; H 0.08; H 0.10; H 0.11; H 0.11; H 0.10; H 0.06; H 0.07; H 0.09; H 0.07; H 0.07; H 0.05; H 0.09; H 0.08; H 0.07; H 0.06; H 0.09; H 0.07; H 0.09; H 0.06; C -0.03; C -0.25; C -0.02; C -0.04

***

# 3
Entry from OMol25: one molecule with the formula C45H76N2O15 (wB97M-V/def2-TZVPD).

Output
* gap between HOMO and LUMO: 8.9 eV
* M: 885.1 u
* HOMO energy: -8.31 eV
* energy: -2998.4071 Ha

Positions of all 138 atoms, in Å:
C  -4.695  -0.852  2.464
H  -3.732  -0.402  2.705
H  -5.084  -1.386  3.331
O  -4.578  -1.840  1.451
C  -3.938  -1.503  0.247
H  -4.098  -2.397  -0.369
C  -4.637  -0.329  -0.480
C  -4.144  -0.120  -1.912
C  -3.063  0.935  -2.052
O  -2.745  1.716  -1.190
O  -2.562  0.892  -3.272
C  -1.556  1.845  -3.679
C  -2.122  2.659  -4.835
H  -1.398  3.407  -5.142
H  -2.347  2.010  -5.678
H  -3.035  3.163  -4.527
C  -0.309  1.045  -4.079
C  0.377  0.543  -2.851
C  0.523  -0.716  -2.437
C  0.131  -1.919  -3.140
C  0.169  -3.156  -2.637
C  0.556  -3.499  -1.229
C  -0.453  -4.429  -0.521
C  -0.694  -5.718  -1.302
H  0.258  -6.126  -1.631
H  -1.188  -6.453  -0.670
H  -1.324  -5.541  -2.171
H  -0.002  -4.695  0.438
C  -1.771  -3.681  -0.267
H  -2.097  -3.256  -1.220
H  -2.528  -4.401  0.050
C  -1.645  -2.566  0.784
H  -0.596  -2.271  0.856
C  -2.405  -1.292  0.347
H  -2.039  -1.038  -0.663
O  -2.163  -0.179  1.194
C  -0.876  0.354  1.182
O  -0.042  -0.465  1.959
C  1.328  -0.105  1.907
C  2.011  -0.847  3.046
H  1.762  -1.903  2.979
H  1.653  -0.454  3.993
H  3.088  -0.727  2.981
C  1.510  1.423  2.003
H  2.386  1.646  2.621
O  1.712  1.952  0.698
C  2.849  2.760  0.533
O  2.807  3.937  1.283
C  1.810  4.878  0.885
C  1.954  6.096  1.786
H  1.271  6.869  1.449
H  1.732  5.832  2.816
H  2.974  6.467  1.734
H  0.810  4.440  1.017
C  1.950  5.271  -0.599
O  0.892  6.111  -0.981
H  0.133  5.530  -1.144
H  2.877  5.836  -0.743
C  1.954  4.003  -1.489
C  2.255  4.382  -2.941
H  1.524  5.110  -3.280
H  2.190  3.496  -3.568
H  3.249  4.811  -3.025
C  3.014  3.023  -0.966
H  4.005  3.448  -1.130
H  2.938  2.074  -1.497
O  0.655  3.446  -1.487
H  0.455  3.066  -0.611
H  3.737  2.232  0.922
C  0.268  2.068  2.660
N  0.217  1.652  4.059
C  -0.971  0.976  4.530
H  -1.849  1.636  4.620
H  -1.202  0.149  3.865
H  -0.752  0.571  5.519
C  0.615  2.720  4.952
H  1.572  3.125  4.627
H  0.737  2.311  5.954
H  -0.121  3.538  4.997
C  -0.958  1.778  1.775
O  -0.986  2.760  0.768
H  -1.690  2.537  0.138
H  -1.881  1.838  2.366
H  0.397  3.156  2.616
H  1.745  -0.433  0.939
H  -0.484  0.412  0.147
C  -2.039  -3.011  2.192
C  -0.965  -3.748  2.925
O  0.177  -3.891  2.583
H  -1.313  -4.159  3.895
H  -2.222  -2.118  2.799
H  -2.961  -3.594  2.200
H  0.617  -2.576  -0.648
O  1.864  -4.085  -1.222
C  2.686  -3.568  -0.209
C  3.965  -4.405  -0.146
C  5.094  -3.525  0.373
H  5.995  -4.118  0.538
H  4.784  -3.090  1.324
C  5.380  -2.406  -0.647
N  6.192  -1.302  -0.151
C  5.681  -0.648  1.037
H  5.936  -1.181  1.965
H  6.117  0.352  1.092
H  4.600  -0.555  0.972
C  7.593  -1.630  -0.004
H  8.144  -0.711  0.195
H  7.964  -2.061  -0.932
H  7.793  -2.334  0.819
H  5.943  -2.842  -1.480
C  4.047  -1.854  -1.216
C  3.837  -2.244  -2.679
H  2.918  -1.798  -3.050
H  4.672  -1.876  -3.271
H  3.759  -3.321  -2.794
O  2.945  -2.194  -0.385
H  4.080  -0.760  -1.162
H  3.798  -5.261  0.507
H  4.197  -4.780  -1.144
H  2.157  -3.608  0.758
H  -0.070  -3.995  -3.273
H  -0.192  -1.794  -4.167
H  1.037  -0.865  -1.498
H  0.742  1.338  -2.216
H  -0.610  0.239  -4.747
H  0.362  1.718  -4.615
H  -1.321  2.497  -2.830
H  -3.798  -1.052  -2.361
H  -4.991  0.229  -2.511
H  -4.522  0.599  0.093
O  -6.027  -0.668  -0.562
C  -6.929  0.111  0.042
O  -6.665  1.119  0.642
C  -8.312  -0.461  -0.121
H  -8.400  -0.965  -1.078
H  -9.050  0.330  -0.027
H  -8.473  -1.190  0.671
H  -5.395  -0.060  2.193

Löwdin population analysis, charges in e, atoms 1 to 99: C -0.06; H 0.08; H 0.10; O -0.12; C -0.21; H 0.16; C -0.21; C 0.01; C -0.45; O 0.12; O 0.04; C -0.33; C -0.02; H 0.08; H 0.09; H 0.09; C -0.12; C -0.07; C -0.10; C -0.08; C -0.01; C -0.29; C -0.29; C -0.05; H 0.08; H 0.08; H 0.08; H 0.13; C -0.10; H 0.12; H 0.13; C -0.22; H 0.12; C -0.20; H 0.15; O -0.03; C -0.29; O -0.05; C -0.28; C 0.01; H 0.07; H 0.08; H 0.08; C -0.18; H 0.16; O -0.04; C -0.34; O -0.02; C -0.31; C -0.01; H 0.08; H 0.08; H 0.09; H 0.13; C -0.27; O 0.00; H 0.10; H 0.17; C -0.50; C 0.01; H 0.09; H 0.08; H 0.09; C -0.01; H 0.14; H 0.13; O -0.02; H 0.07; H 0.16; C -0.17; N -0.21; C -0.08; H 0.09; H 0.07; H 0.09; C -0.08; H 0.09; H 0.08; H 0.09; C -0.20; O -0.02; H 0.07; H 0.15; H 0.14; H 0.14; H 0.17; C -0.09; C -0.23; O 0.05; H 0.13; H 0.12; H 0.13; H 0.12; O -0.04; C -0.36; C -0.08; C -0.12; H 0.12; H 0.12